Below is a single C4H8Cl4Si molecule at a distorted geometry, with properties calculated with ωB97M-V/def2-TZVPD.

Charge ... 0
DFT total energy ... -2287.65204 Ha
Orbital gap ... 11.40 eV
SMILES ... C[C@@H](CCl)C[Si](Cl)(Cl)Cl

Last columns: bonded neighbours and bond lengths (Å).
CARTESIAN COORDINATES (ANGSTROEM)
1 Cl 1.184 0.624 2.842  C6 1.727
2 Cl 1.250 -2.510 -1.413  Si9 2.077
3 Cl -1.828 -1.452 -2.389  Si9 2.127
4 Cl -1.470 -3.806 -0.005  Si9 2.080
5 C 0.170 1.170 -1.033  C7 1.509, H10 1.089, H11 1.086, H12 1.081
6 C 0.647 1.388 1.390  Cl1 1.727, C7 1.539, H13 1.126, H14 1.072
7 C 0.510 0.399 0.219  C5 1.509, C6 1.539, C8 1.538, H15 1.092
8 C -0.598 -0.630 0.497  C7 1.538, Si9 1.857, H16 1.086, H17 1.091
9 Si -0.648 -2.033 -0.718  Cl2 2.077, Cl3 2.127, Cl4 2.080, C8 1.857
10 H -0.115 0.525 -1.863  C5 1.089
11 H -0.635 1.892 -0.933  C5 1.086
12 H 1.038 1.711 -1.383  C5 1.081
13 H 1.386 2.199 1.136  C6 1.126
14 H -0.309 1.839 1.567  C6 1.072
15 H 1.436 -0.167 0.087  C7 1.092
16 H -1.569 -0.144 0.489  C8 1.086
17 H -0.448 -1.004 1.511  C8 1.091